# C26H40BrCrNOP2

A structure of composition C26H40BrCrNOP2 in a non-equilibrium geometry (the ωB97M-V functional and the def2-TZVPD basis, the OMol25 dataset).

Cartesian coordinates (Å):
1 N -6.310 4.650 -3.687
2 C -6.101 5.101 -2.460
3 C -5.247 4.433 -1.582
4 C -4.607 3.229 -1.979
5 C -4.812 2.826 -3.332
6 C -5.692 3.570 -4.138
7 C -3.690 2.563 -1.067
8 Cr -0.495 0.122 0.053
9 P 3.686 -0.184 0.905
10 C -2.804 1.576 -1.435
11 C -1.518 1.702 -0.872
12 C -0.233 1.565 -1.563
13 C 0.741 2.511 -1.193
14 C 0.625 3.257 0.010
15 C -0.360 2.909 0.942
16 C -1.405 2.026 0.573
17 Br 1.862 4.529 0.411
18 H -3.546 3.090 -0.109
19 H -3.000 0.795 -2.180
20 H -5.108 4.849 -0.589
21 H -4.351 1.951 -3.783
22 H -6.630 5.999 -2.145
23 H -5.914 3.284 -5.171
24 H -0.169 1.137 -2.576
25 H -2.347 1.976 1.153
26 H 1.475 2.812 -1.939
27 H -0.381 3.302 1.965
28 P -0.939 -2.184 0.594
29 C 4.659 1.272 1.228
30 C 6.123 1.309 0.716
31 H 4.656 1.530 2.309
32 H 4.006 2.008 0.697
33 H 6.515 2.327 0.847
34 H 6.789 0.640 1.276
35 H 6.209 1.051 -0.349
36 C 3.737 -0.969 -0.695
37 C 4.913 -1.936 -0.931
38 H 3.727 -0.152 -1.452
39 H 2.750 -1.481 -0.762
40 H 4.886 -2.247 -1.982
41 H 5.899 -1.484 -0.752
42 H 4.814 -2.839 -0.315
43 C 3.379 -1.173 2.365
44 C 4.560 -1.629 3.229
45 H 2.754 -2.036 2.069
46 H 2.702 -0.498 2.929
47 H 4.208 -2.431 3.885
48 H 5.389 -2.033 2.643
49 H 4.922 -0.827 3.880
50 C -0.851 -3.204 2.088
51 C -1.740 -4.459 2.148
52 H -1.080 -2.526 2.922
53 H 0.198 -3.509 2.218
54 H -2.742 -4.244 2.533
55 H -1.847 -4.949 1.174
56 H -1.311 -5.207 2.826
57 C 0.250 -2.953 -0.552
58 C 0.008 -2.540 -1.997
59 H 0.221 -4.046 -0.421
60 H 1.236 -2.606 -0.193
61 H -0.967 -2.909 -2.339
62 H 0.049 -1.443 -2.130
63 H 0.775 -2.991 -2.637
64 C -2.659 -2.264 0.009
65 C -3.622 -1.795 1.098
66 H -2.854 -3.307 -0.275
67 H -2.757 -1.646 -0.896
68 H -4.242 -0.964 0.749
69 H -4.296 -2.605 1.392
70 H -3.120 -1.448 2.010
71 O 0.863 -0.117 2.796
72 C 0.160 -0.066 1.841

Atoms 1-3, force components in eV/Å:
N -0.598 0.624 -0.502
C 0.578 -0.709 0.182
C 0.082 -0.587 0.039

**2S+1**: 5
**Net charge**: +2
**Orbital gap (alpha / beta)**: 6.77 / 4.70 eV

=====

# C4H9NO2

A structure of composition C4H9NO2 (the ωB97M-V functional and the def2-TZVPD basis, the OMol25 dataset).

Cartesian coordinates (Å):
1 C -0.374 0.638 2.176
2 C -0.183 0.730 0.672
3 O 1.172 1.068 0.442
4 C -0.515 -0.602 -0.009
5 N -0.272 -0.561 -1.435
6 C 0.745 -1.024 -2.102
7 O 0.577 -0.759 -3.344
8 H -1.410 0.384 2.427
9 H -0.128 1.592 2.650
10 H 0.290 -0.125 2.597
11 H -0.843 1.513 0.262
12 H 1.272 1.209 -0.509
13 H 0.100 -1.385 0.455
14 H -1.567 -0.857 0.164
15 H -0.484 -0.268 -2.730
16 H 1.619 -1.554 -1.716

Atoms 1-3, force components in eV/Å:
C -0.011 0.010 0.037
C -0.296 -0.106 0.132
O 0.086 0.101 -0.242

**Net charge**: 0
**Orbital gap**: 10.57 eV

=====

# C49H55N10O2

A cluster of 10 separate species, C49H55N10O2 in total (the ωB97M-V functional and the def2-TZVPD basis, the OMol25 dataset).

Cartesian coordinates (Å):
1 C -0.569 -1.517 -1.186
2 C -1.081 -0.620 -2.296
3 O -2.063 -1.268 -3.079
4 C -3.429 -0.904 -2.836
5 C -4.170 -1.891 -1.954
6 O -5.398 -1.352 -1.616
7 N -5.165 -0.618 -0.303
8 H 0.022 -2.331 -1.605
9 H -1.427 -1.940 -0.672
10 H 0.053 -0.973 -0.480
11 H -0.266 -0.379 -2.983
12 H -1.463 0.311 -1.880
13 H -3.502 0.074 -2.363
14 H -3.921 -0.862 -3.808
15 H -3.598 -2.075 -1.040
16 H -4.315 -2.838 -2.490
17 H -6.017 -0.051 -0.309
18 N 1.878 -1.285 -5.756
19 C 1.907 -0.541 -6.860
20 C 0.770 -0.067 -7.494
21 C -0.467 -0.350 -6.929
22 C -0.512 -1.104 -5.769
23 C 0.685 -1.563 -5.239
24 H 2.893 -0.309 -7.251
25 H 0.855 0.535 -8.389
26 H -1.378 0.034 -7.370
27 H -1.440 -1.322 -5.259
28 H 0.683 -2.149 -4.327
29 N -0.972 1.995 1.897
30 C -0.002 2.903 1.837
31 C 1.200 2.796 2.522
32 C 1.404 1.682 3.321
33 C 0.401 0.731 3.396
34 C -0.764 0.930 2.666
35 H -0.195 3.760 1.201
36 H 1.955 3.565 2.425
37 H 2.326 1.556 3.873
38 H 0.506 -0.154 4.009
39 H -1.562 0.195 2.693
40 N 0.256 -1.606 6.281
41 C -0.558 -1.309 7.289
42 C -1.594 -2.132 7.704
43 C -1.807 -3.320 7.023
44 C -0.973 -3.640 5.964
45 C 0.044 -2.754 5.642
46 H -0.376 -0.360 7.782
47 H -2.227 -1.836 8.529
48 H -2.618 -3.980 7.303
49 H -1.112 -4.542 5.384
50 H 0.711 -2.966 4.813
51 N -1.635 -6.033 3.455
52 C -1.141 -7.167 3.941
53 C -1.113 -8.358 3.230
54 C -1.627 -8.368 1.943
55 C -2.139 -7.192 1.421
56 C -2.121 -6.055 2.215
57 H -0.750 -7.122 4.953
58 H -0.700 -9.251 3.678
59 H -1.631 -9.277 1.355
60 H -2.558 -7.161 0.426
61 H -2.516 -5.116 1.843
62 N 2.324 2.998 -3.313
63 C 2.438 1.885 -4.033
64 C 3.232 0.809 -3.672
65 C 3.969 0.907 -2.501
66 C 3.866 2.062 -1.741
67 C 3.028 3.073 -2.187
68 H 1.828 1.837 -4.931
69 H 3.207 -0.089 -4.276
70 H 4.589 0.082 -2.173
71 H 4.403 2.172 -0.809
72 H 2.879 3.980 -1.609
73 N -4.831 -8.766 0.291
74 C -5.624 -8.469 1.315
75 C -6.699 -9.256 1.703
76 C -6.964 -10.411 0.987
77 C -6.145 -10.731 -0.084
78 C -5.095 -9.878 -0.389
79 H -5.385 -7.555 1.848
80 H -7.311 -8.963 2.545
81 H -7.795 -11.050 1.257
82 H -6.315 -11.621 -0.674
83 H -4.434 -10.094 -1.221
84 N -2.239 5.494 -1.810
85 C -3.162 4.641 -1.369
86 C -3.022 3.262 -1.416
87 C -1.856 2.736 -1.950
88 C -0.886 3.607 -2.422
89 C -1.129 4.970 -2.328
90 H -4.061 5.088 -0.957
91 H -3.806 2.618 -1.041
92 H -1.709 1.665 -2.000
93 H 0.047 3.252 -2.843
94 H -0.388 5.681 -2.680
95 N 2.091 5.486 0.415
96 C 1.035 6.293 0.360
97 C 1.118 7.669 0.520
98 C 2.361 8.233 0.757
99 C 3.470 7.404 0.818
100 C 3.278 6.043 0.635
101 H 0.080 5.816 0.169
102 H 0.226 8.277 0.456
103 H 2.466 9.303 0.886
104 H 4.464 7.791 0.985
105 H 4.125 5.364 0.660
106 N 6.897 7.347 0.259
107 C 7.716 8.064 -0.503
108 C 9.049 8.292 -0.193
109 C 9.558 7.745 0.973
110 C 8.715 6.995 1.777
111 C 7.398 6.827 1.376
112 H 7.282 8.475 -1.408
113 H 9.669 8.882 -0.853
114 H 10.593 7.899 1.250
115 H 9.067 6.548 2.697
116 H 6.709 6.245 1.979

Atoms 1-3, force components in eV/Å:
C -0.109 -0.093 -0.139
C 0.047 -0.348 -0.045
O 0.052 0.074 -0.214

**Net charge**: -1
**Orbital gap**: 3.22 eV

=====

> net charge of number 2 (C4H9NO2)?

0

=====

> Among the records above, which one has the highest net charge?

C26H40BrCrNOP2